1.
16
Properties=species:S:1:pos:R:3:forces:R:3 method="wB97M-V/def2-TZVPD" homo_lumo_gap_ev="6.08 / 9.33" multiplicity=1
N 2.198255 -1.541824 -0.636037 0.784 0.321 -0.086
N 0.152315 -0.519474 0.045013 1.212 1.988 -0.288
N -0.323505 -1.686314 0.180253 -0.789 -2.953 0.166
C -2.140235 0.475636 0.216633 0.237 -0.063 -0.172
C -0.636235 0.705916 0.149923 -0.047 0.482 0.016
C 2.190185 0.765736 -0.178777 0.565 0.591 0.038
C 1.577205 -0.471474 -0.289817 -1.634 -1.121 0.056
H 1.711335 1.657146 0.173893 -0.187 0.109 0.034
H -0.313585 1.240366 1.050843 -0.078 0.090 -0.109
H -2.430415 0.007366 1.157343 -0.061 -0.036 -0.061
H -2.478565 -0.136964 -0.625067 -0.030 0.084 0.146
H -1.322445 -1.704314 0.376823 0.186 0.458 -0.032
H -2.641775 1.441716 0.153053 0.023 -0.043 0.031
H -0.395195 1.327396 -0.721187 -0.102 -0.039 0.205
H 1.616265 -2.370284 -0.652147 -0.383 0.118 0.154
H 3.236395 0.809376 -0.400747 0.304 0.013 -0.096

2.
12
Properties=species:S:1:pos:R:3:forces:R:3 method="wB97M-V/def2-TZVPD" homo_lumo_gap_ev=9.04 total_charge=+1 multiplicity=1
O -1.792130 1.003247 -2.394242 -0.264 0.471 -2.356
N 1.428706 -0.210217 0.136687 1.149 0.513 0.556
C -0.974354 0.044564 0.001502 -0.091 0.853 2.507
C 0.433133 0.188827 0.766420 -3.542 0.631 -2.470
C 2.458792 -0.768429 -0.313282 -3.123 -0.678 2.033
C -2.211267 0.812887 -1.362624 4.360 -0.682 2.408
H 3.048360 -0.176507 -0.920959 1.754 0.434 -1.358
H -1.740505 0.050475 0.824435 0.774 -0.198 -0.593
H -2.992406 0.856356 -0.694521 -2.542 0.207 0.742
H 0.522242 0.663046 1.752040 0.110 -0.233 -0.373
H 2.426796 -1.784152 0.066276 1.410 -0.437 -0.743
H -0.944637 -0.926087 -0.438230 0.005 -0.881 -0.352

3.
12
Properties=species:S:1:pos:R:3:forces:R:3 method="wB97M-V/def2-TZVPD" homo_lumo_gap_ev="7.63 / 7.56" multiplicity=1
C -0.847186 0.897694 -1.421186 0.069 0.302 -0.421
C 0.272029 0.262449 0.692045 0.032 0.035 0.061
C 0.863319 -0.809966 1.332867 -0.288 -0.220 0.255
C -0.971326 0.168257 -0.154554 -0.009 -0.101 -0.030
C -0.690845 1.523468 -2.437557 -0.064 -0.257 0.421
C 0.875044 -1.927534 2.014886 0.133 0.306 -0.323
H -1.233628 -0.879544 -0.329004 0.055 0.187 -0.001
H 1.565107 -2.736478 1.771000 -0.050 0.172 -0.037
H -0.550397 2.080355 -3.338017 -0.051 -0.118 0.151
H -1.787705 0.605303 0.441626 0.055 -0.027 -0.090
H 0.748555 1.239423 0.741659 0.016 -0.173 -0.039
H 1.757034 -0.423426 0.686235 0.102 -0.106 0.054

4.
84
Properties=species:S:1:pos:R:3:forces:R:3 method="wB97M-V/def2-TZVPD" homo_lumo_gap_ev=5.72 multiplicity=1
Pd -0.018716 -0.270643 -1.238076 -3.282 2.290 0.709
Br -2.389058 0.223294 0.031560 0.674 -0.612 0.289
Se 1.069819 1.042382 1.117549 0.145 0.517 0.785
P -2.060283 -2.789461 -3.396258 -1.520 -1.820 -1.306
P 2.105754 -1.039272 -1.292786 1.577 -0.232 -0.473
N -1.180214 7.954984 -8.674937 -0.279 0.848 -0.743
N -0.582734 0.626846 3.446905 1.084 -0.681 -0.215
N 1.366188 -0.330102 3.623491 -0.828 -0.003 -0.027
C 0.589606 0.412134 2.767558 -0.070 0.292 1.093
C -0.880883 4.758958 -5.927149 -0.524 -1.064 0.482
C -1.640828 1.494381 3.012433 -0.830 0.097 0.096
C -1.357550 6.711605 -9.089411 0.207 -0.681 0.694
C 0.248449 2.196512 -2.188836 -0.292 -0.324 -0.158
C -0.081195 -4.699978 -3.973717 0.125 -0.027 -0.039
C -0.901943 8.209185 -7.408562 0.186 -0.900 0.630
C 2.340048 -2.551853 -0.267053 -0.059 -0.439 0.039
C -1.238474 5.616020 -8.225089 -0.068 0.456 -0.032
C 0.205041 2.958159 -3.340565 0.051 -0.056 0.318
C -2.167747 1.716664 -2.411916 -0.511 -0.005 -0.729
C 3.185788 -0.310069 -3.859267 0.184 0.115 -0.154
C -0.957697 5.849077 -6.865416 0.234 0.438 -0.308
C 2.366686 -1.351125 -3.094614 0.104 -0.564 -0.275
C -2.553842 -2.773616 -1.638904 0.438 0.708 0.043
C -0.918238 1.492380 -1.887530 1.246 -1.109 1.017
C -0.987869 2.967396 -4.068655 -0.137 -0.284 0.564
C 0.633223 -0.666715 4.759139 -0.206 0.437 -0.548
C 4.966440 -0.867268 -0.989923 0.154 0.142 -0.028
C -4.036856 -3.122700 -1.466463 0.199 -0.132 0.224
C -0.300203 -3.268157 -3.482657 0.022 0.349 0.169
C 3.641360 -0.102823 -0.878088 -0.076 0.259 0.261
C -2.647911 -1.174453 -5.626658 -0.040 0.103 0.253
C -0.576867 -0.074060 4.637353 0.221 0.048 0.017
C -2.246436 -1.127250 -4.142799 0.374 0.188 0.416
C -0.996880 3.814730 -5.162282 0.280 2.906 -2.582
C 2.746790 -0.684422 3.404612 0.319 0.018 -0.383
C -2.182321 2.387842 -3.629370 0.320 0.252 0.631
C 3.190012 -3.708096 -0.793538 0.074 -0.276 0.138
C -0.761425 7.187923 -6.459622 -0.176 -0.049 -0.547
H 1.152740 2.132066 -1.588938 -0.181 -0.067 -0.018
H -1.223324 2.408321 2.587658 -0.013 -0.090 0.045
H 1.355130 -1.346952 -3.526455 0.600 -0.122 0.230
H 3.203058 -4.501895 -0.034537 -0.003 0.075 -0.198
H -0.368462 -5.432880 -3.208117 0.022 0.130 -0.225
H -2.935848 -0.168171 -5.957660 0.123 -0.176 -0.057
H 0.113628 -3.112733 -2.476552 0.366 0.003 -0.269
H -2.237091 0.986906 2.245850 0.120 0.361 0.357
H 2.761367 -2.184691 0.684373 -0.207 0.007 -0.295
H 3.657611 0.775870 -1.537250 0.005 -0.139 0.173
H -3.072397 1.364707 -1.905764 0.517 0.023 -0.768
H 3.291011 -0.628632 4.348511 -0.082 -0.015 -0.049
H 0.981900 -4.846022 -4.216805 -0.222 -0.107 0.105
H -0.780270 9.255339 -7.119230 0.002 -0.279 -0.111
H -0.669761 -4.897103 -4.882324 0.148 0.060 0.321
H 2.771501 -4.142821 -1.707002 0.051 0.095 0.087
H 2.834277 -1.697924 2.994949 0.007 0.183 0.056
H -1.914088 -3.516583 -1.140728 -0.142 0.120 -0.037
H -1.822262 -1.524152 -6.256061 -0.128 0.029 0.085
H 5.794233 -0.161973 -0.840761 -0.111 -0.151 -0.018
H -0.505985 7.450037 -5.442613 -0.077 -0.196 0.081
H -1.305288 -0.583996 -3.983437 -0.213 0.271 -0.184
H 3.181115 0.034475 2.691935 -0.196 -0.299 0.264
H 1.058853 3.574373 -3.651012 -0.463 -0.375 0.035
H 2.805350 0.708094 -3.685606 0.081 -0.264 -0.042
H 4.233041 -3.436015 -0.981727 -0.267 0.013 -0.068
H -3.015856 -0.615159 -3.551442 0.115 -0.043 -0.110
H 3.509977 0.285460 0.144313 0.051 -0.137 -0.374
H -3.503955 -1.845586 -5.783586 0.255 0.149 0.096
H 3.101966 -0.507368 -4.938132 0.020 0.072 0.286
H 1.330321 -2.922539 -0.034365 0.300 0.085 -0.014
H 5.114328 -1.332654 -1.972843 -0.092 0.038 0.248
H 2.782915 -2.360697 -3.213687 -0.029 0.156 -0.287
H 0.163152 -2.568424 -4.187765 -0.011 -0.196 0.188
H 5.065529 -1.644756 -0.224681 -0.074 0.168 -0.126
H -4.284509 -3.082275 -0.397160 -0.121 0.054 -0.246
H -2.315954 -1.779734 -1.213647 -0.267 -0.844 -0.019
H -1.601059 6.567724 -10.145028 0.114 0.035 0.299
H -2.263494 1.722806 3.891107 0.234 0.030 -0.340
H -4.685489 -2.422828 -2.009949 0.148 -0.139 0.154
H 1.037529 -1.292271 5.524830 0.085 -0.121 0.198
H 4.255139 -0.327627 -3.607445 -0.347 0.052 -0.048
H -1.364942 4.613352 -8.615511 -0.033 0.018 0.191
H -4.245109 -4.140584 -1.831619 0.054 0.356 0.045
H -1.445888 -0.075825 5.279166 0.223 -0.030 -0.036
H -3.114481 2.534835 -4.174510 0.317 0.002 0.075

5.
44
Properties=species:S:1:pos:R:3:forces:R:3 method="wB97M-V/def2-TZVPD" homo_lumo_gap_ev=7.68 total_charge=+1 multiplicity=1
K 0.076495 1.104789 2.906490 -0.231 2.892 0.835
S -0.816107 -1.840469 -1.805032 0.135 0.050 -0.093
P -6.127256 1.278623 -0.393103 -0.130 -0.060 0.046
O -7.257986 0.367362 -0.371322 -0.079 0.060 0.059
O -5.859096 1.983403 1.025130 0.081 -0.131 -0.083
O -6.287122 2.470361 -1.442271 0.084 -0.053 -0.064
N -1.997019 -1.558745 0.918362 0.230 -0.016 -0.038
C 5.480493 0.718423 -0.159394 -0.026 0.235 0.041
C -2.265257 -0.907855 -1.422889 0.318 -0.174 -0.056
C 3.680865 -0.777515 0.818812 0.022 0.037 -0.078
C -2.981973 -0.293659 -2.430418 0.112 -0.067 -0.333
C 4.043846 0.637727 0.332459 -0.130 -0.082 -0.071
C -4.553487 0.506417 -0.801335 -0.110 0.193 0.102
C 1.506655 -1.305243 -0.414050 0.113 0.171 0.607
C 0.132578 -1.080206 2.007289 -0.402 -1.818 -0.704
C 2.208965 -1.422528 -1.735067 -0.064 -0.226 0.056
C 1.501964 -0.918140 1.983277 0.161 -0.485 -0.506
C 3.748326 1.683167 1.407580 -0.309 -0.033 -0.091
C -0.578336 -1.359972 0.853288 0.173 0.028 0.190
C 2.196428 -1.022329 0.794037 0.231 -0.089 -0.619
C 0.120812 -1.464795 -0.352716 -0.068 0.040 -0.034
C -4.134985 0.388309 -2.118524 -0.336 0.246 -0.123
C -3.810121 -0.091514 0.206855 -0.258 -0.123 0.167
C -2.692196 -0.829134 -0.107519 0.191 -0.121 0.169
H -5.054445 2.512855 1.013757 -0.048 0.143 0.131
H 6.194742 0.608539 0.656052 0.049 -0.156 0.047
H 1.925934 -0.599752 -2.389495 0.042 0.096 -0.066
H 3.388485 0.854146 -0.516578 0.061 0.033 -0.106
H 1.909378 -2.340349 -2.239519 -0.015 -0.047 -0.056
H -5.475802 2.970659 -1.585442 -0.067 0.127 -0.088
H -2.174592 -2.549736 0.752032 -0.086 -0.018 0.217
H 2.678173 1.917006 1.427697 -0.055 0.010 0.036
H -0.402172 -1.034897 2.938617 -0.380 -0.722 0.173
H -4.151428 -0.069924 1.232400 0.008 0.033 0.098
H 4.262761 2.618401 1.202520 0.059 0.072 0.033
H 5.663192 1.692366 -0.612754 0.029 0.044 -0.011
H 2.055047 -0.725652 2.888894 0.168 -0.051 0.268
H -2.659796 -0.363024 -3.458909 0.091 -0.030 -0.057
H -4.722653 0.830151 -2.911104 -0.031 0.027 -0.056
H 3.287861 -1.455731 -1.635082 0.050 0.125 0.007
H 5.674962 -0.034311 -0.920147 0.090 -0.116 0.013
H 4.203856 -1.515830 0.214314 -0.005 -0.068 -0.056
H 4.035073 -0.913105 1.841256 0.123 -0.015 0.040
H 4.024937 1.331713 2.401553 0.209 0.036 0.055

6.
67
Properties=species:S:1:pos:R:3:forces:R:3 method="wB97M-V/def2-TZVPD" homo_lumo_gap_ev="6.08 / 6.02" total_charge=+2 s_squared=0.7562 multiplicity=2
Re 1.631902 -0.635667 -0.101824 -0.172 -0.152 0.450
Br -2.373550 3.637832 -4.056711 -0.003 0.007 -0.001
S 6.103892 -1.095029 -1.222941 -0.021 -0.098 -0.075
O -2.918997 -2.842703 -5.609541 0.014 0.005 -0.008
O 1.295680 -0.133624 -1.924085 -0.024 0.152 -0.061
O 1.014004 -2.497433 -0.822581 0.077 -0.028 -0.074
O 2.025144 0.882613 0.929514 0.016 0.039 -0.086
O -2.925231 -0.835715 -6.409211 0.014 -0.008 -0.003
N -0.336156 -0.072495 0.512337 0.076 0.010 -0.070
N 2.191137 -1.881595 1.480074 0.021 -0.002 -0.130
N -3.175471 4.272572 1.937044 -0.001 0.008 0.003
N -2.392460 3.775549 2.753932 0.000 -0.011 0.004
N -2.545273 -1.691747 -5.645173 -0.032 0.008 0.022
N 3.691800 -0.985036 -0.488872 0.005 -0.058 -0.030
N 3.724474 -3.086618 2.507478 0.003 0.018 -0.010
C -1.744067 4.566933 -0.075085 0.009 0.002 -0.001
C 0.320406 -2.766189 -1.831971 -0.005 -0.014 0.011
C 2.274936 -3.966739 4.395601 0.003 -0.005 0.000
C -0.295102 1.106387 1.203904 0.020 0.004 0.005
C -3.994655 3.716963 -0.251123 -0.002 -0.006 0.008
C -1.257618 3.014968 2.317246 0.006 -0.008 0.002
C 0.342878 -0.491310 -2.781417 0.001 -0.016 0.015
C -1.444518 1.771416 1.646524 -0.009 0.006 -0.009
C -1.516455 -0.624217 0.277943 -0.012 0.006 0.008
C 0.280505 -2.413068 3.067971 -0.002 0.015 -0.008
C -1.531399 -1.290203 -4.645306 0.009 -0.012 -0.007
C -1.585089 4.423005 -1.443792 -0.001 -0.005 -0.006
C 0.989492 1.611624 1.463072 -0.002 0.002 -0.042
C -2.935481 4.171524 0.522897 -0.002 -0.008 -0.008
C -1.074968 0.030711 -4.634925 -0.003 -0.006 -0.003
C -1.074522 -2.221445 -3.759644 -0.007 -0.001 0.000
C 2.549635 -3.243240 3.241918 -0.020 -0.011 -0.006
C 4.338886 -1.798243 0.425530 -0.005 -0.041 -0.034
C -2.613933 3.874851 -2.196011 -0.006 0.015 0.001
C -2.711375 -0.047078 0.717429 0.004 -0.003 -0.009
C -0.136474 -1.821891 -2.787813 -0.005 0.008 -0.003
C 5.657544 -1.978510 0.168646 0.018 0.077 0.064
C 1.150269 2.743837 2.204465 -0.010 0.012 -0.028
C 0.002542 3.439717 2.642503 -0.005 0.014 -0.003
C 1.583460 -2.482449 2.583222 0.013 0.000 0.025
C 0.980663 -3.894857 4.865255 -0.010 0.003 -0.001
C -0.000166 -3.129298 4.212139 0.008 -0.004 0.005
C 4.513037 -0.556624 -1.415620 0.011 0.087 0.067
C -2.681795 1.145596 1.396854 -0.002 0.012 0.000
C 3.462411 -2.276565 1.480656 0.013 -0.025 0.009
C -3.827845 3.539956 -1.616021 0.002 -0.005 0.000
C -0.128255 0.428505 -3.717623 -0.002 0.004 0.004
H 4.200986 0.089186 -2.223046 0.002 0.007 0.004
H -0.673025 4.747557 -1.925474 0.002 -0.001 0.004
H 4.614852 -3.509310 2.718621 0.000 0.000 0.004
H -0.953486 5.010778 0.513351 -0.003 -0.001 0.001
H 0.241107 1.444491 -3.699988 -0.004 0.002 -0.005
H -3.598407 1.593732 1.757025 -0.002 0.005 -0.003
H -0.999437 -3.101901 4.624162 -0.001 -0.001 -0.002
H -1.479413 0.726117 -5.357348 0.006 0.006 0.002
H -3.644113 -0.552900 0.514665 -0.001 0.001 0.002
H -0.476475 -1.820319 2.574572 -0.001 -0.001 -0.001
H 0.113944 4.356236 3.207068 0.010 -0.002 0.001
H 3.030021 -4.553260 4.900526 0.001 0.001 -0.001
H 0.712703 -4.438735 5.760231 -0.001 0.001 0.000
H -4.943475 3.498235 0.222671 0.000 -0.003 -0.005
H -1.525074 -1.561951 -0.260718 0.004 -0.006 -0.001
H 2.140679 3.117505 2.426551 0.000 -0.002 0.007
H -4.639973 3.168164 -2.225066 -0.001 -0.002 0.002
H 6.382891 -2.557188 0.717485 0.005 0.012 0.006
H 0.038029 -3.814091 -1.958655 0.000 -0.002 -0.003
H -1.446171 -3.237315 -3.803498 0.001 -0.001 0.000

7.
16
Properties=species:S:1:pos:R:3:forces:R:3 method="wB97M-V/def2-TZVPD" homo_lumo_gap_ev="6.90 / 8.99" total_charge=+1 s_squared=0.7507 multiplicity=2
Sc -1.310319 1.446423 0.929822 1.807 -1.248 -0.717
O 1.981569 -0.732882 0.146741 -1.966 0.937 1.056
O -2.346185 -0.168648 -0.186076 0.070 0.838 0.771
O 0.894950 1.261516 0.073350 -1.451 0.739 0.903
O -0.182632 -0.358609 1.277284 0.054 0.815 -0.042
C -0.831193 -1.580080 0.975998 -0.026 -0.559 -0.051
C -3.283401 0.049621 -1.230586 -0.494 0.049 -0.686
C 1.142308 0.089443 0.388767 1.404 -1.319 -1.290
C -1.636218 -1.400621 -0.298364 0.541 -0.979 -0.227
H -2.774136 0.049306 -2.205652 -0.146 -0.003 0.270
H -2.346674 -2.230381 -0.429260 0.126 0.258 0.010
H -1.486321 -1.838566 1.819618 0.162 0.112 -0.166
H -0.978663 -1.348208 -1.182119 -0.182 0.011 0.224
H -3.747478 1.026932 -1.058748 -0.007 -0.204 -0.088
H -0.106211 -2.396506 0.847797 -0.087 0.281 0.025
H -4.053844 -0.733934 -1.212093 0.195 0.271 0.009

8.
12
Properties=species:S:1:pos:R:3:forces:R:3 method="wB97M-V/def2-TZVPD" homo_lumo_gap_ev=4.21 total_charge=+1 s_squared=0.7500 multiplicity=2
Rb -5.815387 2.443455 1.713104 0.424 -0.287 -0.194
O 3.024542 0.065508 -1.677675 2.371 0.605 -0.208
O -2.575395 0.377504 0.303139 0.884 -0.581 -0.419
C 1.930441 -0.252288 -1.344712 -2.282 -0.867 0.601
C 0.723599 -0.613768 -0.995814 0.237 0.330 -0.127
C -0.331968 0.241611 -0.449862 0.907 0.282 -0.159
C -1.566243 -0.266506 -0.176155 -1.947 0.675 0.716
Li 4.816161 0.306959 -1.139765 -0.677 -0.084 -0.231
H 0.525781 -1.677551 -1.177329 0.026 0.282 0.072
H 1.111464 -0.582860 5.618464 -0.001 0.000 -0.002
H -0.117688 1.298666 -0.271892 -0.076 -0.371 -0.060
H -1.725312 -1.340731 -0.401508 0.133 0.017 0.011